C19H21F2NO3S as an isolated structure, computed with ωB97M-V/def2-TZVPD.

Atoms and positions in Å:
1 C -3.370 -3.399 -0.776
2 C -3.988 -2.134 -1.289
3 C -5.176 -1.692 -0.419
4 C -4.897 -1.269 0.962
5 H -5.833 -1.307 1.441
6 H -4.331 -2.006 1.559
7 O -4.516 -0.054 1.062
8 C -3.120 0.318 0.634
9 C -2.130 -0.524 1.068
10 C -0.707 -0.246 0.991
11 C -0.467 1.218 0.450
12 C -1.533 1.994 -0.048
13 C -2.736 1.376 0.090
14 O -3.787 2.429 -0.114
15 C -3.549 3.610 -0.786
16 H -4.583 4.048 -0.711
17 H -2.945 4.071 0.114
18 H -3.019 3.525 -1.519
19 H -1.027 2.953 -0.426
20 C 0.955 1.541 0.347
21 O 1.215 2.670 0.074
22 N 1.789 0.580 0.262
23 C 3.278 0.689 -0.006
24 C 3.942 -0.565 -0.007
25 C 5.372 -0.429 -0.591
26 C 6.128 0.638 -0.388
27 C 5.349 1.620 -0.272
28 C 4.004 1.951 -0.148
29 H 3.338 2.675 0.079
30 H 5.904 2.703 -0.236
31 S 7.823 0.792 -0.651
32 C 8.258 -0.622 0.492
33 F 9.516 -0.265 1.167
34 F 8.383 -1.945 0.032
35 H 7.507 -0.721 1.425
36 H 5.953 -1.326 -0.425
37 H 3.512 -1.556 -0.324
38 H 1.543 -0.438 0.375
39 H -0.011 -0.837 1.385
40 H -2.421 -1.366 1.724
41 H -5.862 -1.098 -0.724
42 H -6.091 -2.599 -0.010
43 H -4.604 -2.298 -2.277
44 H -3.489 -1.429 -1.267
45 H -4.213 -4.181 -0.934
46 H -2.841 -3.369 0.123
47 H -2.526 -3.727 -1.508

These are the Mulliken partial charges, in e, on atoms 1 to 6: -1.148, -0.770, -0.812, -0.522, 0.414, 0.341



One molecule with the formula C19H21FN2O3, computed with ωB97M-V/def2-TZVPD.

Atoms and positions in Å:
1 C -0.055 -2.962 -3.909
2 C 0.145 -2.289 -2.935
3 C 0.548 -1.451 -1.750
4 N 0.390 -2.028 -0.380
5 C 0.274 -3.422 -0.064
6 C 1.638 -3.936 0.489
7 C 2.770 -3.865 -0.238
8 F 1.709 -4.620 1.677
9 C 0.336 -1.071 0.700
10 O -0.073 -1.389 1.786
11 C 0.748 0.386 0.540
12 C -0.444 1.294 0.182
13 C -0.127 2.535 -0.355
14 C -1.198 3.389 -0.438
15 C -2.469 3.077 -0.005
16 C -2.838 1.827 0.475
17 C -1.745 0.925 0.586
18 O -4.100 1.406 0.845
19 C -5.045 2.435 0.834
20 C -4.416 3.866 1.003
21 O -3.434 4.055 -0.055
22 C 1.477 1.008 1.808
23 C 2.316 0.585 0.530
24 C 3.443 -0.427 0.542
25 N 4.041 -0.432 -0.764
26 H -0.227 -3.714 -4.646
27 H 1.647 -1.354 -2.028
28 H 0.026 -0.539 -1.782
29 H -0.373 -3.608 0.805
30 H -0.018 -3.848 -0.922
31 H 3.630 -4.213 0.220
32 H 2.677 -3.359 -1.190
33 H 0.798 2.733 -0.802
34 H -1.144 4.430 -0.701
35 H -1.942 -0.037 1.034
36 H -5.854 2.406 1.580
37 H -5.611 2.438 -0.099
38 H -4.016 3.937 2.002
39 H -5.250 4.592 0.782
40 H 1.313 0.467 2.677
41 H 1.439 2.107 1.990
42 H 2.676 1.380 -0.154
43 H 2.970 -1.431 0.802
44 H 4.203 -0.170 1.273
45 H 4.427 -1.382 -0.935
46 H 4.740 0.266 -1.013

Values from the calculation:
SMILES: C#CCN(CC(=C)F)C(=O)[C@@]1(c2ccc3c(c2)OCCO3)C[C@H]1CN

These are the Mulliken partial charges, in e, on atoms 1 to 6: 0.140, -1.362, 0.429, 0.335, -1.112, 0.724



One molecule with the formula C19H21N3O3, computed with ωB97M-V/def2-TZVPD.

Atoms and positions in Å:
1 C 4.171 2.553 -5.243
2 C 3.410 2.592 -4.166
3 C 3.900 2.958 -2.797
4 C 3.727 1.786 -1.869
5 C 4.755 0.887 -1.656
6 C 4.591 -0.213 -0.823
7 C 3.384 -0.414 -0.196
8 C 2.317 0.472 -0.388
9 C 1.073 0.222 0.295
10 N 0.062 0.989 0.167
11 N -1.076 0.713 0.836
12 C -2.173 1.515 0.711
13 O -2.200 2.511 0.030
14 C -3.375 1.021 1.532
15 N -3.666 -0.382 1.395
16 C -2.940 -1.389 2.000
17 C -2.218 -1.224 3.179
18 C -1.551 -2.291 3.762
19 C -1.591 -3.538 3.175
20 C -2.307 -3.729 1.999
21 C -2.976 -2.675 1.410
22 O -3.698 -2.753 0.241
23 C -3.807 -4.002 -0.393
24 C 2.488 1.584 -1.239
25 O 1.513 2.472 -1.473
26 H 3.780 2.279 -6.209
27 H 5.218 2.805 -5.209
28 H 2.361 2.335 -4.219
29 H 3.303 3.793 -2.422
30 H 4.950 3.251 -2.840
31 H 5.702 1.048 -2.150
32 H 5.407 -0.902 -0.669
33 H 3.243 -1.264 0.456
34 H 1.032 -0.666 0.939
35 H -1.109 -0.115 1.435
36 H -4.246 1.591 1.201
37 H -3.198 1.262 2.584
38 H -4.025 -0.652 0.490
39 H -2.184 -0.258 3.660
40 H -1.000 -2.136 4.677
41 H -1.071 -4.372 3.621
42 H -2.327 -4.710 1.551
43 H -4.427 -3.832 -1.272
44 H -2.829 -4.380 -0.709
45 H -4.291 -4.739 0.255
46 H 0.711 2.228 -0.965

Values from the calculation:
SMILES: C=CCc1cccc(/C=N/NC(=O)CNc2ccccc2OC)c1O

These are the Mulliken partial charges, in e, on atoms 1 to 6: -0.829, 0.022, -1.078, 0.468, -0.321, -0.855



| no. | frontier orbital gap (eV) | highest occupied orbital energy (eV) | E_tot (Eh) |
| --- | --- | --- | --- |
| 1 | 8.765 | -8.87 | -1614.48759 |
| 2 | 8.915 | -8.10 | -1171.47306 |
| 3 | 8.462 | -8.06 | -1126.56822 |